[1]
The following is a quantum chemistry calculation of a 13-piece molecular cluster, C5H39N3O12 overall in a non-equilibrium geometry, from the OMol25 dataset.

Properties
- Gap between HOMO and LUMO: 0.3339 hartree

Positions of all 59 atoms, in Å:
C -2.21 0.36 -2.37
N -2.44 1.71 -1.86
C -1.74 2.76 -2.81
C -0.81 3.78 -1.88
C 0.48 3.07 -1.55
N 0.68 2.92 0.02
C -1.01 -0.42 -1.74
N 0.24 -0.45 -2.36
H -3.08 -0.14 -1.98
H -2.35 0.08 -3.41
H -2.14 1.74 -0.86
H -1.06 2.29 -3.57
H -2.48 3.32 -3.34
H -0.70 4.62 -2.48
H -1.55 3.88 -1.07
H 1.44 3.73 -1.86
H 0.58 2.04 -1.90
H 0.70 3.87 0.40
H -0.13 2.51 0.45
H -0.86 -0.15 -0.67
H -1.46 -1.38 -1.65
H 0.14 -0.84 -3.34
H 0.65 0.47 -2.53
H 4.67 -0.16 0.25
H 3.27 -0.67 0.23
O 3.87 -0.31 -0.32
H 1.63 0.95 0.80
H 1.01 -0.04 -0.27
O 1.19 0.02 0.71
H -3.15 2.20 1.87
H -1.84 2.08 1.58
O -2.64 1.72 1.31
H -2.15 -1.99 -0.11
H -2.11 -3.03 1.11
O -1.58 -2.51 0.39
H 4.05 1.62 -0.90
H 3.04 1.56 0.25
O 3.18 1.88 -0.59
H 1.84 -2.95 4.04
H 0.78 -2.04 3.37
O 0.92 -2.57 4.12
H 0.63 -1.53 -0.81
H 0.02 -2.59 -0.08
O 0.94 -2.32 -0.32
H 2.69 -3.64 -1.03
H 2.33 -4.76 -0.02
O 3.10 -4.30 -0.45
H 1.87 -1.49 1.36
H 2.50 -2.69 0.92
O 2.41 -2.18 1.68
H -1.33 -1.42 2.53
H -2.32 -0.36 2.27
O -2.27 -1.16 2.70
H 0.37 0.99 1.68
H -0.78 0.49 2.77
O -0.32 1.27 2.31
H -1.61 -3.36 3.46
H -2.90 -2.95 2.84
O -2.18 -3.54 2.69

---

[2]
The following is a quantum chemistry calculation of a 8-piece molecular cluster, C14H46N14O8 overall in a non-equilibrium geometry, from the OMol25 dataset.

Properties
- Structure (SMILES): COC[C@H](C)N.COC[C@H](C)N.NC(N)=O.NC(N)=O.NC(N)=O.NC(N)=O.NC(N)=O.NC(N)=O
- Gap between HOMO and LUMO: 0.3553 hartree

Positions of all 82 atoms, in Å:
C -5.52 1.05 3.24
O -6.51 1.76 3.15
N -5.41 -0.11 2.52
N -4.47 1.27 4.08
H -6.22 -0.36 1.97
H -4.55 -0.52 2.21
H -3.95 0.47 4.39
H -4.46 2.07 4.69
C 1.89 -1.84 -2.04
O 2.00 -0.69 -2.44
N 0.73 -2.54 -2.18
N 2.91 -2.51 -1.41
H -0.01 -2.04 -2.64
H 0.54 -3.41 -1.72
H 3.87 -2.37 -1.67
H 2.66 -3.42 -1.05
C 3.76 -2.20 2.11
O 3.74 -3.39 1.83
N 3.20 -1.21 1.35
N 4.38 -1.75 3.27
H 3.13 -1.42 0.36
H 3.24 -0.25 1.65
H 4.80 -2.48 3.80
H 4.71 -0.81 3.38
C 0.33 -3.86 1.70
O -0.57 -3.87 0.86
N 0.78 -5.00 2.30
N 0.99 -2.72 2.04
H 0.23 -5.83 2.20
H 1.54 -4.94 2.95
H 0.90 -1.89 1.49
H 1.87 -2.86 2.51
C -5.51 1.10 -4.07
O -5.33 2.30 -3.95
N -5.78 0.56 -5.30
N -5.42 0.21 -3.04
H -6.06 -0.39 -5.47
H -5.62 1.15 -6.09
H -5.22 0.68 -2.17
H -5.72 -0.74 -3.03
C -3.00 -4.99 -1.62
O -3.56 -5.52 -2.58
N -2.50 -5.71 -0.58
N -2.93 -3.64 -1.49
H -2.06 -5.21 0.18
H -2.85 -6.64 -0.48
H -2.72 -3.13 -0.64
H -3.36 -3.15 -2.25
C -2.61 0.02 -1.15
C -1.51 -0.51 -0.23
C -0.59 0.61 0.21
O 0.25 0.08 1.25
C 1.16 1.04 1.75
N -2.15 -1.20 0.92
H -3.12 -0.85 -1.54
H -2.27 0.67 -1.97
H -3.36 0.61 -0.62
H -0.98 -1.29 -0.78
H -1.20 1.44 0.61
H 0.07 0.97 -0.58
H 1.75 1.46 0.93
H 1.78 0.44 2.43
H 0.71 1.90 2.25
H -1.96 -0.62 1.73
H -1.46 -1.94 1.06
C 4.51 7.36 0.00
C 4.80 5.88 0.16
C 3.77 5.06 -0.60
O 4.02 3.68 -0.35
C 3.19 2.85 -1.12
N 6.16 5.60 -0.31
H 4.52 7.63 -1.06
H 5.30 7.97 0.43
H 3.57 7.66 0.46
H 4.73 5.60 1.21
H 3.90 5.26 -1.67
H 2.73 5.30 -0.33
H 3.09 3.12 -2.18
H 2.18 2.83 -0.69
H 3.56 1.82 -1.13
H 6.17 5.73 -1.31
H 6.35 4.61 -0.17

---

Number 1: E_HOMO -8.816 eV. Number 2: E_HOMO -9.584 eV.